Entry from the Open Molecules 2025 dataset: C60H146BCdCrF3N14O20S as an isolated structure (ωB97M-V/def2-TZVPD).

Structure (XYZ):
```
247
C60H146BCdCrF3N14O20S | the Open Molecules 2025 dataset | ωB97M-V/def2-TZVPD
Cr 1.011 1.068 1.686
Cd 1.111 -1.243 -1.427
F 2.162 0.427 3.256
F 1.981 -0.226 0.282
F 2.192 2.724 1.302
B 0.309 -2.524 -3.103
H -0.146 -2.594 -2.128
H -0.056 -1.651 -3.621
H 1.382 -2.454 -3.006
H 0.178 -3.444 -3.652
S -1.079 0.229 0.377
O -0.279 1.450 0.278
O -0.679 -0.740 -0.659
O -0.494 -0.170 1.692
O -2.486 0.535 0.561
C -1.186 -0.617 -6.560
C -2.053 -0.219 -5.319
C -3.365 0.489 -5.739
O -3.103 1.794 -6.026
C -4.251 2.548 -6.442
N -2.265 -1.517 -4.714
H -1.666 -1.250 -7.306
H -0.299 -1.220 -6.365
H -0.767 0.239 -7.089
H -1.481 0.449 -4.674
H -4.207 0.392 -5.054
H -3.768 -0.150 -6.524
H -3.877 3.501 -6.816
H -4.954 2.814 -5.652
H -4.763 2.031 -7.253
H -2.555 -1.359 -3.759
H -1.402 -2.022 -4.575
C -0.556 4.195 2.060
C -0.126 3.536 3.398
C -1.084 4.075 4.493
O -0.722 5.450 4.754
C -1.826 6.301 5.011
N -0.126 2.056 3.179
H -1.399 3.624 1.670
H 0.260 4.316 1.347
H -0.889 5.229 2.145
H 0.928 3.767 3.550
H -0.967 3.410 5.349
H -2.077 4.019 4.048
H -2.366 6.464 4.079
H -1.553 7.314 5.305
H -2.541 5.948 5.755
H -1.134 2.025 3.118
H 0.020 1.687 4.108
C 2.626 -5.471 -2.988
C 1.354 -6.252 -3.485
C 1.705 -7.750 -3.227
O 2.733 -8.311 -4.042
C 2.540 -8.648 -5.366
N 0.234 -5.886 -2.672
H 3.477 -5.756 -3.606
H 2.741 -5.537 -1.906
H 2.576 -4.399 -3.179
H 1.097 -6.117 -4.536
H 0.795 -8.348 -3.275
H 2.093 -7.854 -2.214
H 3.559 -8.819 -5.715
H 2.092 -7.828 -5.928
H 1.989 -9.583 -5.471
H 0.208 -4.890 -2.833
H -0.618 -6.117 -3.162
C -0.688 -1.682 4.870
C -1.315 -0.395 5.417
C -2.101 -0.538 6.714
O -2.492 0.753 7.278
C -3.684 1.360 6.821
N -0.276 0.589 5.574
H 0.333 -1.892 5.191
H -0.671 -1.651 3.780
H -1.341 -2.479 5.224
H -1.949 0.075 4.664
H -1.431 -1.103 7.362
H -2.949 -1.199 6.539
H -3.452 1.924 5.917
H -4.035 2.086 7.554
H -4.481 0.638 6.641
H 0.542 0.255 6.063
H -0.662 1.196 6.283
C 2.393 1.672 -4.233
C 2.334 0.333 -3.492
C 3.627 -0.096 -2.752
O 3.303 -1.357 -2.051
C 4.506 -2.199 -1.965
N 1.206 0.589 -2.545
H 3.182 1.768 -4.979
H 2.553 2.529 -3.579
H 1.476 1.941 -4.756
H 1.904 -0.470 -4.092
H 3.806 0.774 -2.120
H 4.571 0.000 -3.290
H 5.366 -1.673 -1.551
H 4.707 -2.664 -2.930
H 4.313 -3.019 -1.273
H 0.402 0.863 -3.091
H 1.482 1.442 -2.079
C -4.720 2.953 1.722
C -4.303 2.101 2.981
C -4.992 0.662 3.008
O -4.710 -0.096 4.191
C -4.696 -1.512 3.969
N -2.909 1.780 2.918
H -5.792 3.105 1.599
H -4.416 2.396 0.836
H -4.158 3.886 1.680
H -4.370 2.639 3.926
H -4.464 0.128 2.218
H -6.043 0.631 2.723
H -4.443 -1.918 4.948
H -3.881 -1.822 3.315
H -5.623 -1.934 3.580
H -2.787 1.019 3.571
H -2.860 1.340 2.011
C -3.922 3.014 -2.780
C -2.445 2.795 -2.392
C -1.470 3.692 -3.200
O -0.119 3.462 -2.759
C 0.763 4.440 -3.040
N -2.303 3.037 -0.936
H -4.547 2.599 -1.990
H -4.211 2.449 -3.667
H -4.301 4.028 -2.912
H -2.210 1.773 -2.688
H -1.863 4.669 -2.916
H -1.575 3.521 -4.271
H 0.417 5.386 -2.623
H 0.848 4.672 -4.102
H 1.769 4.354 -2.629
H -2.855 2.297 -0.527
H -1.346 2.899 -0.645
C -3.163 -3.076 0.039
C -4.017 -2.417 -1.094
C -5.376 -1.927 -0.621
O -6.265 -3.016 -0.216
C -6.386 -3.385 1.136
N -3.129 -1.446 -1.703
H -3.026 -2.403 0.885
H -2.283 -3.555 -0.391
H -3.750 -3.925 0.389
H -4.159 -3.248 -1.785
H -5.797 -1.469 -1.516
H -5.196 -1.192 0.163
H -5.556 -3.874 1.645
H -7.200 -4.099 1.257
H -6.578 -2.495 1.736
H -2.990 -0.727 -1.007
H -2.205 -1.854 -1.733
C 3.440 5.759 0.400
C 3.685 6.179 1.834
C 2.603 7.125 2.297
O 2.925 7.729 3.509
C 2.120 8.851 3.808
N 3.770 4.838 2.571
H 2.472 5.287 0.230
H 4.211 5.198 -0.128
H 3.426 6.693 -0.162
H 4.581 6.799 1.873
H 1.816 6.391 2.472
H 2.264 7.828 1.537
H 2.598 9.282 4.688
H 1.141 8.436 4.051
H 1.955 9.589 3.023
H 3.022 4.236 2.256
H 4.563 4.519 2.033
C 5.080 -1.585 2.334
C 4.263 -2.237 3.502
C 4.617 -3.690 3.819
O 3.807 -4.249 4.845
C 4.134 -5.570 5.192
N 4.343 -1.336 4.622
H 4.463 -0.714 2.114
H 5.032 -2.153 1.406
H 6.129 -1.386 2.554
H 3.222 -2.153 3.192
H 5.678 -3.790 4.050
H 4.445 -4.171 2.857
H 4.103 -6.258 4.348
H 3.354 -5.966 5.843
H 5.114 -5.655 5.662
H 3.977 -1.878 5.393
H 5.321 -1.393 4.867
C 5.787 2.683 -1.186
C 5.717 1.654 0.001
C 7.010 0.834 0.317
O 7.387 -0.036 -0.779
C 8.431 -0.904 -0.506
N 5.284 2.403 1.114
H 4.843 3.199 -1.355
H 6.045 2.139 -2.095
H 6.607 3.395 -1.093
H 4.973 0.935 -0.342
H 6.916 0.244 1.228
H 7.828 1.535 0.480
H 9.319 -0.442 -0.074
H 8.706 -1.378 -1.448
H 8.052 -1.657 0.185
H 4.354 2.735 0.898
H 5.138 1.880 1.965
C 0.437 -3.514 1.765
C 1.775 -3.557 1.028
C 2.447 -4.969 1.092
O 3.601 -5.181 0.279
C 4.179 -6.457 0.544
N 1.526 -3.136 -0.311
H -0.205 -2.692 1.448
H 0.665 -3.345 2.817
H -0.215 -4.383 1.677
H 2.394 -2.731 1.379
H 1.706 -5.693 0.754
H 2.735 -5.265 2.101
H 5.060 -6.676 -0.060
H 3.556 -7.299 0.243
H 4.418 -6.492 1.606
H 2.425 -3.434 -0.664
H 0.917 -3.785 -0.789
C -3.679 -5.724 -3.066
C -3.532 -7.106 -3.421
C -2.680 -7.332 -4.500
C -2.100 -6.313 -5.274
C -2.320 -4.994 -4.941
C -3.036 -4.692 -3.799
N -1.241 -6.683 -6.437
O -1.195 -7.927 -6.767
O -0.797 -5.773 -7.131
H -4.329 -5.415 -2.260
H -4.033 -7.849 -2.819
H -2.505 -8.306 -4.931
H -1.868 -4.217 -5.540
H -3.140 -3.677 -3.444
C -5.763 7.443 0.025
C -5.052 8.593 0.438
C -3.702 8.523 0.726
C -3.003 7.342 0.371
C -3.716 6.176 0.036
C -5.109 6.223 -0.066
N -1.556 7.237 0.435
O -1.005 6.555 -0.420
O -0.947 7.970 1.228
H -6.839 7.494 -0.046
H -5.398 9.610 0.546
H -3.099 9.340 1.092
H -3.273 5.195 -0.050
H -5.632 5.295 -0.245
```

Properties
**Total charge**: -1
**HOMO-LUMO gap (spin up / spin down)**: 6.778 / 6.780 eV
**Spin multiplicity**: 4
**LUMO (spin up / spin down)**: 0.80 / 0.80 eV
**E**: -6579.5536 a.u.
**M**: 1648.19 g mol⁻¹